[1]
Here is a cluster of 4 separate species, C18H33ClN6 in total at a distorted geometry from the OMol25 dataset. Energies are from ωB97M-V with the def2-TZVPD basis set.

Computed properties:
LUMO ... -5.136 eV
HOMO level ... -0.43767 hartree
Total charge ... +2

Element x y z (Å)
C -2.266 -2.487 2.233
C -1.283 -2.257 1.046
N -1.978 -2.280 -0.213
C -2.867 -1.277 -0.606
C -3.392 -1.642 -1.851
N -2.869 -2.848 -2.215
C -1.961 -3.282 -1.230
C -3.042 -3.457 -3.415
H -1.962 -2.243 3.251
H -2.480 -3.544 2.390
H -3.171 -1.898 2.083
H -0.455 -2.959 1.137
H -0.843 -1.272 1.203
H -3.094 -0.485 0.092
H -3.742 -1.087 -2.709
H -1.314 -4.145 -1.173
H -2.065 -3.733 -3.813
H -3.522 -2.857 -4.188
H -3.690 -4.309 -3.213
C 0.237 1.551 -2.389
C -1.237 1.334 -2.019
N -2.010 2.428 -2.570
C -2.070 3.659 -2.014
C -2.837 4.458 -2.860
N -3.107 3.710 -3.986
C -2.660 2.394 -3.820
C -4.023 4.023 -5.076
H 0.909 0.884 -1.848
H 0.675 2.506 -2.098
H 0.401 1.423 -3.459
H -1.222 1.324 -0.929
H -1.636 0.341 -2.230
H -1.524 3.944 -1.127
H -3.248 5.453 -2.954
H -2.739 1.688 -4.633
H -3.495 3.708 -5.976
H -4.302 5.052 -5.303
H -4.919 3.401 -5.075
C 5.268 -0.128 6.349
C 5.778 0.486 4.991
N 4.855 0.179 3.861
C 3.467 0.451 4.021
C 2.829 -0.239 2.950
N 3.902 -0.823 2.174
C 5.106 -0.596 2.786
C 3.684 -1.544 0.901
H 4.994 0.541 7.165
H 5.959 -0.918 6.643
H 4.323 -0.669 6.303
H 6.753 0.077 4.728
H 5.887 1.570 4.942
H 3.211 1.162 4.793
H 1.793 -0.310 2.652
H 6.111 -0.893 2.523
H 3.227 -2.504 1.139
H 4.689 -1.790 0.559
H 3.159 -0.832 0.265
Cl -0.190 1.564 1.814

---

[2]
Here is a structure of composition C55H44BrClMoN3O4S7SbSi at a distorted geometry from the OMol25 dataset. Energies are from ωB97M-V with the def2-TZVPD basis set.

Computed properties:
LUMO (alpha / beta) ... 3.736 / 3.635 eV
HOMO level (alpha / beta) ... -0.08153 / -0.08173 hartree
Total charge ... -2

Element x y z (Å)
Mo 0.808 1.038 -0.101
O 1.929 2.816 6.776
C 1.766 2.466 5.632
S 2.925 2.772 4.328
C 2.015 1.986 3.054
C 0.838 1.460 3.391
S -0.181 0.693 2.208
S 0.329 1.599 5.061
S 2.655 1.924 1.434
Br 2.965 1.798 -1.485
O 0.420 3.015 -0.245
Si 0.402 4.610 -0.354
C -0.703 5.078 -1.819
C -1.985 5.617 -1.700
C -2.801 5.800 -2.812
C -2.347 5.440 -4.072
C -1.074 4.900 -4.216
C -0.266 4.724 -3.102
C -0.343 5.389 1.183
C -0.598 6.760 1.281
C -1.180 7.306 2.415
C -1.520 6.482 3.483
C -1.274 5.119 3.407
C -0.694 4.578 2.263
C 2.045 5.461 -0.684
C 2.062 6.705 -1.324
C 3.245 7.415 -1.492
C 4.441 6.885 -1.027
C 4.445 5.645 -0.401
C 3.260 4.942 -0.231
H -2.361 5.888 -0.718
H -3.796 6.212 -2.691
H -2.984 5.570 -4.939
H -0.717 4.602 -5.195
H 0.720 4.285 -3.227
H -0.324 7.420 0.462
H -1.367 8.373 2.471
H -1.976 6.905 4.371
H -1.529 4.468 4.234
H -0.521 3.510 2.205
H 1.139 7.123 -1.713
H 3.233 8.376 -1.993
H 5.367 7.433 -1.158
H 5.376 5.218 -0.047
H 3.274 3.968 0.246
Cl 1.220 -1.688 -3.482
C -0.466 -1.240 -3.259
C -1.411 -2.188 -3.619
C -2.754 -1.854 -3.590
C -3.121 -0.557 -3.255
C -2.158 0.364 -2.882
C -0.799 0.039 -2.802
C 0.227 0.995 -2.307
H -1.083 -3.176 -3.916
H -3.502 -2.598 -3.835
H -4.165 -0.269 -3.253
H -2.457 1.370 -2.613
H -0.058 2.033 -2.460
H 1.152 0.800 -2.826
N -4.136 -3.063 5.951
C -3.798 -2.972 4.590
C -4.632 -3.524 3.617
C -4.288 -3.452 2.278
C -3.103 -2.838 1.897
C -2.263 -2.301 2.858
C -2.611 -2.363 4.197
S -2.644 -2.810 0.181
O -3.899 -2.732 -0.542
O -1.835 -3.989 -0.048
N -1.700 -1.561 0.000
C -2.206 -0.326 0.009
S -3.904 0.076 0.192
C -3.530 1.753 0.094
C -2.213 1.919 -0.091
N -1.450 0.763 -0.133
H -5.128 -3.115 6.123
H -3.701 -2.359 6.525
H -5.557 -4.006 3.916
H -4.945 -3.855 1.517
H -1.345 -1.812 2.558
H -1.955 -1.923 4.941
H -4.283 2.522 0.147
H -1.716 2.859 -0.218
S 1.711 -0.949 -0.106
Sb 1.143 -3.534 -0.785
C 0.757 -5.219 -2.109
C -0.521 -5.766 -2.242
C -0.784 -6.730 -3.209
C 0.217 -7.153 -4.072
C 1.488 -6.611 -3.957
C 1.755 -5.654 -2.984
C 0.996 -4.471 1.126
C 0.899 -3.654 2.250
C 0.778 -4.215 3.515
C 0.746 -5.594 3.668
C 0.835 -6.415 2.551
C 0.960 -5.854 1.285
C 3.289 -3.740 -0.930
C 4.035 -4.483 -0.018
C 5.420 -4.568 -0.129
C 6.082 -3.906 -1.152
C 5.352 -3.146 -2.058
C 3.972 -3.063 -1.942
H -1.319 -5.433 -1.592
H -1.783 -7.143 -3.290
H 0.008 -7.899 -4.831
H 2.279 -6.927 -4.629
H 2.759 -5.254 -2.911
H 0.906 -2.573 2.142
H 0.697 -3.568 4.380
H 0.644 -6.029 4.656
H 0.800 -7.492 2.664
H 1.015 -6.502 0.416
H 3.541 -5.000 0.796
H 5.980 -5.147 0.596
H 7.161 -3.968 -1.235
H 5.858 -2.602 -2.847
H 3.425 -2.434 -2.635

---

[3]
Here is a structure of composition C61H46NO3P3SSiSn at a distorted geometry from the OMol25 dataset. Energies are from ωB97M-V with the def2-TZVPD basis set.

Computed properties:
LUMO ... -7.260 eV
HOMO level ... -0.46041 hartree
Total charge ... +2

Element x y z (Å)
Sn -0.968 0.761 -0.494
C 0.034 -1.392 -6.386
C 0.507 -0.328 -5.633
C 0.487 -0.403 -4.250
C 0.013 -1.549 -3.615
C -0.494 -2.604 -4.374
C -0.475 -2.521 -5.756
P 0.100 -1.625 -1.805
C -1.279 -2.750 -1.433
C -1.114 -4.057 -0.987
C -2.228 -4.859 -0.776
C -3.504 -4.355 -0.972
C -3.677 -3.046 -1.405
C -2.570 -2.249 -1.644
C 1.589 -2.580 -1.388
C 2.080 -3.629 -2.157
C 3.178 -4.352 -1.713
C 3.777 -4.035 -0.500
C 3.302 -2.975 0.256
C 2.215 -2.221 -0.195
Si 1.757 -0.656 0.749
C 3.043 0.685 0.448
C 4.290 0.419 1.030
C 5.347 1.299 0.882
C 5.196 2.433 0.099
C 3.982 2.690 -0.515
C 2.887 1.851 -0.310
P 1.316 2.264 -1.151
C 0.807 3.966 -0.751
C 1.585 4.904 -0.084
C 1.079 6.173 0.159
C -0.198 6.513 -0.262
C -0.979 5.582 -0.932
C -0.479 4.315 -1.173
C 1.930 2.439 -2.867
C 1.562 3.506 -3.681
C 2.099 3.618 -4.956
C 2.989 2.665 -5.428
C 3.342 1.587 -4.625
C 2.815 1.472 -3.352
C 1.171 -0.821 2.507
C 2.146 -0.576 3.482
C 1.910 -0.900 4.805
C 0.707 -1.484 5.170
C -0.284 -1.684 4.221
C -0.083 -1.312 2.894
P -1.492 -1.359 1.719
C -2.217 -2.972 2.175
C -3.546 -3.090 2.567
C -4.011 -4.301 3.059
C -3.157 -5.390 3.159
C -1.833 -5.277 2.750
C -1.366 -4.074 2.251
C -2.705 -0.156 2.391
C -3.913 0.171 1.600
C -4.739 1.177 1.911
C -4.473 2.167 3.018
C -3.082 1.898 3.633
C -2.431 0.575 3.474
H 0.051 -1.338 -7.466
H 0.886 0.563 -6.118
H 0.833 0.430 -3.655
H -0.904 -3.481 -3.889
H -0.865 -3.339 -6.348
H -0.122 -4.461 -0.832
H -2.095 -5.882 -0.452
H -4.367 -4.984 -0.797
H -4.672 -2.659 -1.582
H -2.698 -1.251 -2.049
H 1.604 -3.878 -3.097
H 3.562 -5.167 -2.311
H 4.626 -4.606 -0.150
H 3.789 -2.730 1.194
H 4.445 -0.497 1.590
H 6.295 1.084 1.357
H 6.028 3.108 -0.047
H 3.887 3.542 -1.176
H 2.569 4.656 0.276
H 1.689 6.891 0.691
H -0.586 7.505 -0.069
H -1.973 5.846 -1.269
H -1.095 3.587 -1.693
H 0.877 4.262 -3.323
H 1.827 4.460 -5.578
H 3.412 2.763 -6.419
H 4.033 0.839 -4.991
H 3.101 0.638 -2.719
H 3.093 -0.128 3.209
H 2.667 -0.695 5.551
H 0.526 -1.763 6.199
H -1.233 -2.116 4.514
H -4.215 -2.241 2.509
H -5.039 -4.388 3.387
H -3.518 -6.325 3.566
H -1.167 -6.126 2.831
H -0.330 -3.975 1.944
H -4.143 -0.476 0.757
H -5.644 1.326 1.332
H -5.319 2.217 3.707
H -2.987 2.285 4.646
H -1.606 0.366 4.128
O 1.256 3.356 2.448
S 0.034 2.721 2.833
O 0.131 1.775 3.907
N -0.666 2.019 1.462
C -1.936 2.440 1.360
O -2.546 2.410 0.277
C -2.506 2.983 2.625
C -3.924 3.549 2.501
C -4.056 4.748 3.396
C -2.999 5.383 3.920
C -1.602 4.939 3.764
C -1.373 3.780 3.160
H -4.239 3.798 1.484
H -5.054 5.139 3.554
H -3.150 6.277 4.511
H -0.809 5.548 4.179

---

[4]
Here is a cluster of 17 separate species, C3H40NO16 in total at a distorted geometry from the OMol25 dataset. Energies are from ωB97M-V with the def2-TZVPD basis set.

Computed properties:
LUMO (alpha / beta) ... -0.025 / -0.132 eV
<S²> ... 0.750
HOMO level (alpha / beta) ... -0.08879 / -0.37388 hartree
2S+1 ... 2

Element x y z (Å)
C 3.799 -0.997 -1.034
C 2.494 -0.518 -0.479
C 1.441 -1.304 -0.586
N 0.148 -1.016 0.032
H 4.070 -1.897 -0.464
H 3.875 -1.110 -2.147
H 4.684 -0.343 -0.978
H 2.510 0.444 0.059
H 1.562 -2.180 -1.221
H -0.027 0.004 0.078
H -0.617 -1.522 -0.429
H 0.215 -1.356 0.992
H 0.707 3.914 -2.017
H -0.562 4.835 -1.797
O -0.263 4.008 -2.167
H -1.072 -1.676 -3.091
H 0.076 -2.644 -3.412
O -0.110 -1.787 -3.014
H -0.132 -1.072 3.969
H 0.541 -0.406 2.739
O 0.021 -1.224 3.025
H -1.200 1.144 2.814
H -0.981 1.908 4.107
O -1.517 1.183 3.755
H -0.846 2.465 1.135
H -1.895 1.444 0.677
O -0.991 1.503 1.076
H -2.218 0.187 -2.423
H -3.168 -0.459 -1.372
O -2.381 -0.621 -1.902
H 2.463 2.776 -0.331
H 2.606 3.485 1.033
O 2.109 2.788 0.575
H 0.353 1.049 -3.153
H 0.956 -0.432 -3.422
O 1.143 0.520 -3.310
H 1.421 1.471 1.457
H 1.278 1.687 2.983
O 1.187 1.003 2.295
H 0.582 -4.669 -0.023
H -0.778 -4.949 -0.448
O -0.014 -4.450 -0.748
H -2.716 2.613 -1.770
H -1.371 2.464 -2.575
O -2.219 2.025 -2.355
H -2.406 -2.937 0.577
H -2.733 -1.918 1.484
O -2.338 -1.973 0.569
H -2.473 -0.275 3.249
H -1.799 -1.605 3.084
O -2.698 -1.206 3.044
H -3.954 0.270 0.816
H -4.168 1.308 1.865
O -3.587 1.118 1.112
H 2.763 3.324 -2.869
H 1.975 1.996 -2.812
O 2.112 2.841 -2.338
H 1.849 -2.459 1.975
H 0.750 -3.422 2.322
O 1.543 -3.352 1.789

---

[5]
Here is a structure of composition C16H12N3O3PtS3 at a distorted geometry from the OMol25 dataset. Energies are from ωB97M-V with the def2-TZVPD basis set.

Computed properties:
LUMO (alpha / beta) ... 4.827 / 4.824 eV
<S²> ... 0.763
HOMO level (alpha / beta) ... 0.00676 / -0.01294 hartree
Total charge ... -2
2S+1 ... 2

Element x y z (Å)
Pt 0.568 0.642 -0.033
O 0.837 0.120 2.487
N 1.758 0.923 2.903
C 1.645 1.455 4.143
C 2.612 2.260 4.694
C 3.743 2.559 3.934
C 3.832 2.062 2.655
C 2.835 1.246 2.089
S 2.884 0.640 0.495
H 0.730 1.168 4.639
H 2.470 2.646 5.694
H 4.529 3.190 4.333
H 4.675 2.298 2.020
O -2.525 -2.749 0.122
C -2.111 -1.640 -0.263
O -0.930 -1.384 -0.630
C -3.159 -0.525 -0.397
C -4.419 -1.006 -0.774
C -5.515 -0.191 -0.995
C -5.358 1.181 -0.815
C -4.131 1.682 -0.431
C -2.987 0.874 -0.208
S -1.572 1.774 0.347
H -4.507 -2.080 -0.876
H -6.468 -0.615 -1.296
H -6.191 1.861 -0.974
H -4.008 2.749 -0.287
S 0.954 0.972 -2.434
C 1.549 -0.529 -2.845
N 0.950 -1.650 -2.296
C 1.417 -2.876 -2.469
C 2.502 -3.095 -3.281
C 3.030 -1.950 -3.901
N 2.590 -0.734 -3.726
H 0.129 -1.488 -1.632
H 0.867 -3.656 -1.955
H 2.907 -4.080 -3.449
H 3.870 -2.055 -4.588

---

[6]
Here is the molecule C3H7NO2 at a distorted geometry from the OMol25 dataset. Energies are from ωB97M-V with the def2-TZVPD basis set.

Computed properties:
LUMO ... 0.802 eV
SMILES string ... CNC(=O)CO
HOMO level ... -0.35256 hartree

Element x y z (Å)
C -1.623 0.397 -0.191
C 2.041 -0.684 -0.278
N 0.686 -0.251 -0.561
C -0.004 0.561 0.251
O -2.381 0.116 0.965
O 0.268 1.132 1.284
H -2.020 0.677 1.673
H -0.318 -0.673 -0.915
H -1.868 1.393 -0.575
H -1.959 -0.285 -0.983
H 2.608 0.091 0.243
H 2.034 -1.600 0.319
H 2.535 -0.875 -1.232

---

[7]
Here is a cluster of 2 separate species, C20H43N2O2P in total at a distorted geometry from the OMol25 dataset. Energies are from ωB97M-V with the def2-TZVPD basis set.

Computed properties:
LUMO (alpha / beta) ... -2.147 / -2.155 eV
<S²> ... 0.755
HOMO level (alpha / beta) ... -0.38440 / -0.38432 hartree
Total charge ... +1
2S+1 ... 2

Element x y z (Å)
C -1.789 3.360 -1.098
P -0.673 1.817 -1.218
C 0.375 1.769 -2.811
C -1.699 0.177 -0.989
O -1.831 0.046 0.502
C -0.849 -1.117 -1.481
C -1.389 -1.940 -2.765
C -0.261 -1.770 -3.989
C -1.276 -3.560 -2.352
N -2.804 -1.734 -3.199
O -3.658 -2.673 -2.756
C -3.329 -0.335 -3.061
C -2.759 0.761 -4.134
C -4.970 -0.445 -3.377
C -3.228 0.301 -1.554
H -1.087 4.308 -0.937
H -2.408 3.269 -0.082
H -2.512 3.532 -2.002
H 1.102 2.715 -2.762
H 1.095 0.836 -2.903
H -0.233 1.901 -3.814
H -2.260 -0.834 0.718
H 0.274 -0.790 -1.706
H -0.760 -1.873 -0.561
H 0.671 -2.475 -3.761
H -0.749 -2.185 -4.975
H 0.069 -0.659 -4.153
H -1.598 -4.273 -3.222
H -1.791 -3.793 -1.316
H -0.112 -3.745 -2.170
H -2.776 1.877 -3.716
H -1.719 0.517 -4.606
H -3.534 0.774 -5.042
H -5.346 0.685 -3.456
H -5.181 -0.993 -4.395
H -5.555 -0.902 -2.458
H -3.706 1.371 -1.485
H -3.902 -0.395 -0.856
C 4.665 1.337 5.099
C 4.692 0.236 4.042
C 4.081 0.635 2.695
N 2.564 0.346 2.508
C 1.737 0.977 3.629
C 0.255 0.653 3.503
C 0.026 -0.851 3.470
C 0.833 -1.511 2.360
C 2.319 -1.172 2.444
C 2.199 0.987 1.152
H 3.677 1.474 5.540
H 5.346 1.079 5.916
H 4.989 2.296 4.683
H 4.265 -0.682 4.451
H 5.752 0.017 3.857
H 4.586 0.079 1.895
H 4.231 1.705 2.506
H 2.094 0.553 4.569
H 1.919 2.057 3.614
H -0.278 1.076 4.364
H -0.180 1.123 2.615
H -1.041 -1.065 3.336
H 0.316 -1.285 4.436
H 0.426 -1.220 1.385
H 0.712 -2.599 2.425
H 2.862 -1.561 1.576
H 2.742 -1.615 3.350
H 2.840 0.546 0.382
H 2.374 2.064 1.224
H 1.152 0.794 0.917

---

[8]
Here is the molecule C5H13NO at a distorted geometry from the OMol25 dataset. Energies are from ωB97M-V with the def2-TZVPD basis set.

Computed properties:
LUMO ... 0.981 eV
SMILES string ... CCNC[C@@H](C)O
HOMO level ... -0.30300 hartree

Element x y z (Å)
C 1.259 1.684 -0.854
N 0.648 0.448 -1.413
C 0.453 -0.694 -0.546
C -0.873 -0.866 0.205
C -1.495 -2.263 0.283
O -0.914 -0.205 1.464
C 1.024 1.937 0.631
H 2.304 1.464 -1.028
H 0.952 2.510 -1.491
H -0.157 0.611 -1.988
H 1.231 -0.680 0.226
H 0.516 -1.574 -1.192
H -1.626 -0.321 -0.374
H -0.803 -3.007 0.677
H -1.795 -2.612 -0.705
H -2.325 -2.153 0.977
H -0.822 -0.843 2.179
H 0.019 1.710 0.879
H 1.630 1.247 1.217
H 1.158 2.985 0.842